(1)
Computed, not measured: a 2-piece molecular cluster, C8H9NO3 overall, with ωB97M-V with the def2-TZVPD basis set.

Geometry (Å):
C: 0.1480 -1.5568 1.8732
C: -0.8298 -0.8891 1.6226
C: -2.0264 -0.0967 1.2818
O: -1.7498 1.2379 0.9971
C: -2.6980 -0.7690 0.0918
O: -2.8857 -0.1550 -0.9384
H: 1.0155 -2.1870 2.1310
H: -2.7215 -0.1614 2.1258
H: -1.9495 1.3519 0.0494
H: -2.9834 -1.8513 0.2057
C: 2.5991 1.5743 -0.1909
C: 1.6262 0.5969 -0.7686
C: 1.7294 -0.1934 -1.8541
O: 0.5631 -0.9166 -1.9724
C: -0.1810 -0.5034 -0.9238
N: 0.3791 0.3766 -0.1876
H: 3.5421 1.0841 0.1024
H: 2.1680 2.0347 0.7054
H: 2.8473 2.3790 -0.9039
H: 2.4873 -0.3661 -2.5963
H: -1.0800 -0.9897 -0.8503

## Properties
- structure (SMILES) = C#C[C@@H](O)C=O.Cc1cocn1
- Kohn-Sham gap (eV) = 9.28
- HOMO (eV) = -8.92
- energy (Eh) = -590.56017
- maximum force (Eh/bohr) = 0.0596

***

(2)
Computed, not measured: an isolated ion of composition C8H9NO3P and charge -1, with ωB97M-V with the def2-TZVPD basis set.

Geometry (Å):
N: -0.1477 1.1535 2.6733
C: 0.6403 0.3124 1.7847
C: 0.6498 0.0997 0.4737
C: 1.6643 -0.8489 -0.0297
C: 2.3222 -0.7899 -1.2352
C: 2.0135 0.3798 -2.0484
C: 0.8615 1.0561 -1.8509
C: -0.0598 0.5233 -0.7782
C: -1.2981 0.2154 -1.1539
P: -2.5782 -0.2966 0.0359
O: -2.5962 0.7812 1.0547
O: -3.8360 -0.6713 -0.7392
O: -1.8329 -1.6038 0.7230
H: -1.1811 1.4322 2.3677
H: -0.2533 0.7445 3.6039
H: 1.4847 -0.0544 2.3420
H: 1.9926 -1.4184 0.8587
H: 3.2049 -1.3583 -1.5162
H: 2.7592 0.4960 -2.8026
H: 0.4455 1.7969 -2.5136
H: -1.7635 0.4399 -2.1489
H: -2.4916 -2.3891 0.8991

## Properties
- structure (SMILES) = N/C=c1/cccc/c1=C/[P@@](=O)([O-])O
- Kohn-Sham gap (eV) = 7.61
- net charge = -1
- HOMO (eV) = -4.13
- energy (Eh) = -932.14544
- maximum force (Eh/bohr) = 0.0681

***

(3)
Computed, not measured: one molecule with the formula C8H9NO3S2, with ωB97M-V with the def2-TZVPD basis set.

Geometry (Å):
N: -2.4584 0.5838 1.5829
S: -2.8095 0.0995 0.0139
O: -2.6384 1.3191 -0.7084
O: -4.1044 -0.5580 0.0263
C: -1.5718 -1.2425 -0.3256
O: -2.2996 -2.3798 -0.1079
C: -0.2003 -1.3444 -0.1862
C: 0.8147 -0.3571 -0.1786
C: 0.3528 0.9858 -0.3520
C: 1.1933 2.1251 -0.5348
C: 2.5845 1.8899 -0.6554
C: 3.0134 0.5812 -0.3388
C: 2.1901 -0.5776 -0.1742
S: 3.3499 -2.0454 0.0650
H: -1.4996 0.7162 1.6548
H: -2.8225 -0.0363 2.2314
H: -3.2397 -2.1169 -0.0774
H: 0.1658 -2.3892 0.0304
H: -0.5850 1.2298 -0.6968
H: 0.7985 3.0924 -0.6757
H: 3.2111 2.6605 -0.8905
H: 4.0890 0.5060 -0.3497
H: 2.4661 -2.7418 0.6472

## Properties
- structure (SMILES) = NS(=O)(=O)/C(O)=C\c1ccccc1S
- Kohn-Sham gap (spin up / spin down) (eV) = 8.02 / 8.02
- HOMO (spin up / spin down) (eV) = -8.49 / -8.49
- energy (Eh) = -1386.99316
- maximum force (Eh/bohr) = 0.0952

***

(4)
Computed, not measured: one molecule with the formula C8H9NSSi, with ωB97M-V with the def2-TZVPD basis set.

Geometry (Å):
C: -1.3381 0.6593 -1.3679
C: -0.6848 -0.2309 -0.6131
C: -0.4069 -1.5709 -1.0109
C: 0.6277 -2.3081 -0.6036
C: 1.6711 -1.7715 0.3078
C: 2.2065 -0.5250 -0.2444
S: 3.2561 0.0453 -1.3221
C: 1.3243 -0.3285 0.8328
C: 0.0518 0.2815 0.5710
N: -0.1791 1.2534 1.2701
Si: -1.5139 2.3263 1.3863
H: -1.9280 0.5714 -2.2424
H: -1.1362 1.7228 -1.0154
H: -1.1274 -2.0626 -1.8232
H: 0.8180 -3.3374 -1.1431
H: 2.3130 -2.4626 0.8198
H: 1.6424 -0.0819 1.7838
H: -1.0018 3.3664 0.4205
H: -1.6611 2.6408 2.9220
H: -2.9336 1.8121 1.0722

## Properties
- structure (SMILES) = C=C1C=C[C@H]2C(=S)[C@H]2/C1=N/[SiH3]
- Kohn-Sham gap (eV) = 7.88
- HOMO (eV) = -8.39
- energy (Eh) = -1052.52142
- maximum force (Eh/bohr) = 0.0811

***

(5)
Computed, not measured: one molecule with the formula C8H9O2PS, with ωB97M-V with the def2-TZVPD basis set.

Geometry (Å):
C: -0.4481 1.3023 1.7031
C: 0.9897 0.9911 1.5854
C: -1.1026 1.8060 0.6415
C: 1.7759 1.3362 0.5765
C: -0.3841 1.9612 -0.6947
C: 1.1733 1.9814 -0.5578
C: 1.9377 2.5344 -1.4610
C: 0.4116 -2.2650 -1.4762
O: 2.7977 2.9849 -2.0989
O: -2.0074 -1.8927 -0.4858
P: -0.5641 -1.1116 -0.3977
S: -0.9070 0.4892 -1.7741
H: -1.1195 0.8172 2.3275
H: 1.4681 0.4737 2.4360
H: -2.1886 2.0535 0.6974
H: 2.8740 0.9997 0.4423
H: -0.6799 2.7903 -1.3377
H: -0.1331 -2.5610 -2.4073
H: 1.4689 -2.0132 -1.5731
H: 0.4541 -3.2348 -1.0032
H: -2.5603 -1.7062 0.2770

## Properties
- multiplicity = 3
- Kohn-Sham gap (spin up / spin down) (eV) = 5.35 / 6.41
- HOMO (spin up / spin down) (eV) = -5.11 / -8.63
- energy (Eh) = -1200.10314
- maximum force (Eh/bohr) = 0.1544

***

(6)
Computed, not measured: C90H104F6N17O30S6 as an isolated structure, with ωB97M-V with the def2-TZVPD basis set.

Geometry (Å):
C: -4.5200 -37.9248 -4.2742
N: -5.7348 -38.7574 -4.7181
C: -5.8796 -39.0632 -6.0326
C: -6.9148 -39.7921 -6.5312
C: -7.9303 -40.1088 -5.6026
C: -7.8132 -39.6897 -4.2889
C: -6.6781 -39.0287 -3.8281
C: -9.2115 -40.7336 -5.9037
C: -9.3422 -41.9032 -6.5851
C: -10.6609 -42.4315 -6.7978
N: -11.7792 -41.7548 -6.3391
C: -11.5981 -40.6884 -5.5816
C: -10.3661 -40.1137 -5.4566
C: -13.1050 -42.3818 -6.4470
H: -4.6368 -36.8971 -4.7157
H: -3.5720 -38.4100 -4.5413
H: -4.6367 -37.8036 -3.1856
H: -4.9607 -38.9171 -6.5710
H: -6.9538 -40.0239 -7.5743
H: -8.6920 -39.9267 -3.6200
H: -6.5908 -38.7744 -2.7392
H: -8.5258 -42.4256 -6.9942
H: -10.8345 -43.3245 -7.3581
H: -12.5044 -40.1925 -5.2269
H: -10.3482 -39.1343 -5.0689
H: -13.8151 -41.7073 -5.9635
H: -13.0045 -43.2624 -5.8422
H: -13.3108 -42.5408 -7.4888
C: -11.4910 -27.7440 -10.2229
N: -11.5774 -29.1566 -9.7028
C: -10.6313 -29.4398 -8.7363
C: -10.5872 -30.7349 -8.3059
C: -11.5081 -31.6689 -8.8254
C: -12.4686 -31.2882 -9.7120
C: -12.4444 -29.9661 -10.1777
C: -11.5054 -33.1229 -8.5010
C: -11.4899 -33.9817 -9.6068
C: -11.1599 -35.2598 -9.4379
N: -10.9865 -35.7538 -8.1561
C: -11.0289 -34.9755 -7.0737
C: -11.3108 -33.6425 -7.2660
C: -10.8216 -37.2464 -8.0006
H: -10.4581 -27.3928 -10.1331
H: -12.1880 -27.1275 -9.7022
H: -11.7099 -27.7272 -11.2816
H: -9.9318 -28.6761 -8.4171
H: -9.9095 -31.0768 -7.5853
H: -13.2980 -31.9472 -10.0153
H: -13.0858 -29.5787 -10.9867
H: -11.6248 -33.6687 -10.6335
H: -10.9433 -35.9921 -10.2117
H: -10.6903 -35.4282 -6.1478
H: -11.3972 -33.0157 -6.3264
H: -10.1849 -37.6217 -8.8394
H: -11.8491 -37.6583 -8.0154
H: -10.3051 -37.4603 -7.0432
C: -4.2494 -32.1488 -16.9624
N: -3.1927 -32.2414 -15.9140
C: -2.8939 -33.5118 -15.4722
C: -1.9698 -33.6337 -14.4734
C: -1.4835 -32.5310 -13.7644
C: -1.8883 -31.3194 -14.1744
C: -2.7190 -31.1605 -15.2888
C: -0.5910 -32.8304 -12.6087
C: 0.2835 -33.9174 -12.6262
C: 0.7963 -34.4570 -11.4913
N: 0.5528 -33.8505 -10.2928
C: -0.1010 -32.6692 -10.2446
C: -0.7127 -32.1457 -11.4365
C: 1.0035 -34.5244 -9.0161
H: -4.9961 -32.9229 -16.9150
H: -3.7851 -32.2443 -17.9302
H: -4.8256 -31.2834 -16.8350
H: -3.4854 -34.3623 -15.8134
H: -1.7560 -34.6434 -14.0755
H: -1.4884 -30.4194 -13.7238
H: -3.0888 -30.2398 -15.7434
H: 0.4744 -34.4352 -13.5841
H: 1.0857 -35.4747 -11.4184
H: -0.2583 -32.3109 -9.2110
H: -1.2998 -31.2547 -11.3532
H: 2.0784 -34.7549 -9.1619
H: 0.3750 -35.3802 -8.9277
H: 0.7987 -33.9321 -8.1437
C: -2.2819 -29.8291 -6.1774
N: -2.9510 -29.1211 -7.3378
C: -4.0396 -29.7401 -7.8402
C: -4.7094 -29.2433 -8.8980
C: -4.3134 -27.9977 -9.3953
C: -3.1851 -27.3756 -8.9390
C: -2.5751 -27.9491 -7.8900
C: -5.2140 -27.3482 -10.4094
C: -5.8887 -26.1227 -10.2149
C: -6.7242 -25.6419 -11.2109
N: -6.9042 -26.3031 -12.3704
C: -6.2560 -27.4689 -12.4982
C: -5.4294 -28.0485 -11.5788
C: -7.5732 -25.5898 -13.4835
H: -1.6323 -30.5512 -6.5503
H: -2.9887 -30.3581 -5.5595
H: -1.7745 -29.1035 -5.6310
H: -4.1936 -30.7199 -7.4582
H: -5.4588 -29.8115 -9.4814
H: -2.7787 -26.4447 -9.3070
H: -1.7484 -27.4653 -7.3963
H: -5.7980 -25.4868 -9.3854
H: -7.2796 -24.7209 -10.9956
H: -6.3715 -27.9718 -13.4458
H: -4.9407 -28.9974 -11.8522
H: -6.8741 -24.8789 -13.9065
H: -8.3563 -25.0337 -13.0535
H: -7.8957 -26.3380 -14.2487
C: -9.5141 -37.7133 -15.6170
N: -9.0909 -37.0553 -14.3502
C: -9.1552 -37.6658 -13.1759
C: -8.7525 -36.9942 -12.0779
C: -8.2399 -35.7235 -12.1075
C: -8.2068 -35.0421 -13.3031
C: -8.6948 -35.7255 -14.4295
C: -7.8348 -35.1411 -10.7359
C: -7.5334 -36.0357 -9.6807
C: -7.0690 -35.5460 -8.4756
N: -6.7818 -34.2349 -8.3523
C: -6.9980 -33.3693 -9.3731
C: -7.5743 -33.7798 -10.5684
C: -6.3587 -33.5791 -7.0881
H: -9.6683 -38.7960 -15.5954
H: -8.7297 -37.5998 -16.3480
H: -10.4934 -37.2766 -15.9278
H: -9.5727 -38.6342 -13.1557
H: -8.8335 -37.5448 -11.1750
H: -7.6572 -34.1213 -13.4025
H: -8.8235 -35.3011 -15.4563
H: -7.6714 -37.0919 -9.7075
H: -6.8505 -36.1713 -7.5471
H: -6.8310 -32.3267 -9.1590
H: -7.8408 -32.9911 -11.2931
H: -7.3127 -33.4757 -6.5798
H: -5.8894 -32.6352 -7.3959
H: -5.6100 -34.1313 -6.5797
C: -15.2121 -37.5959 -23.2322
N: -14.3081 -36.6849 -22.5868
C: -13.0927 -36.4275 -23.0896
C: -12.2884 -35.4611 -22.4523
C: -12.6698 -34.8218 -21.3014
C: -14.0134 -35.1181 -20.8921
C: -14.7390 -36.0825 -21.4828
C: -11.7606 -33.9759 -20.5154
C: -11.2008 -32.8263 -21.0903
C: -10.2604 -32.1162 -20.3529
N: -9.8909 -32.5028 -19.1513
C: -10.3891 -33.6302 -18.6013
C: -11.2564 -34.4352 -19.2982
C: -9.0153 -31.6801 -18.3543
H: -15.3089 -38.4792 -22.6000
H: -14.8798 -37.8864 -24.2904
H: -16.1917 -37.2118 -23.3164
H: -12.7795 -36.9153 -23.9688
H: -11.2571 -35.4142 -22.7913
H: -14.3768 -34.6576 -19.9813
H: -15.6481 -36.4858 -20.9806
H: -11.5261 -32.5024 -22.0688
H: -9.8760 -31.1893 -20.7133
H: -9.9944 -33.8714 -17.6397
H: -11.6042 -35.4334 -18.9507
H: -9.2705 -31.7787 -17.3016
H: -9.2067 -30.7147 -18.8187
H: -8.0255 -32.1220 -18.3294
C: -9.7115 -28.3669 4.5646
N: -10.0118 -28.3146 3.1336
C: -10.4916 -29.3982 2.4926
C: -10.7249 -29.3869 1.0934
C: -10.3854 -28.2371 0.3401
C: -9.8012 -27.1383 1.0255
C: -9.7014 -27.2041 2.4012
C: -10.6102 -28.1942 -1.1308
C: -10.5894 -29.3301 -1.9204
C: -10.5824 -29.2964 -3.2851
N: -10.4176 -28.0979 -3.9129
C: -10.5145 -26.9862 -3.1846
C: -10.6073 -27.0265 -1.8296
C: -9.9761 -28.1050 -5.3157
H: -10.5743 -27.9967 5.0988
H: -8.8622 -27.6742 4.7078
H: -9.3490 -29.3957 4.7172
H: -10.6129 -30.2709 3.1160
H: -11.0149 -30.3591 0.6909
H: -9.5122 -26.3237 0.4233
H: -9.1807 -26.4091 2.9444
H: -10.6993 -30.3206 -1.4930
H: -10.5012 -30.1910 -3.8466
H: -10.3241 -26.0670 -3.7712
H: -10.5143 -26.0368 -1.3669
H: -10.0508 -29.1132 -5.6399
H: -9.0254 -27.6407 -5.4053
H: -10.6666 -27.4174 -5.7947
N: -10.8342 -37.4317 -19.8764
S: -11.6494 -38.3702 -20.9150
O: -11.2252 -38.4582 -22.2795
O: -13.0448 -38.1617 -20.6222
F: -11.4111 -39.8229 -20.2920
S: -9.3069 -37.3566 -19.5639
O: -8.4400 -38.1860 -20.2922
O: -9.0869 -37.0672 -18.1816
F: -9.0429 -35.9934 -20.4081
N: -2.9436 -33.8044 -9.0819
S: -2.6990 -33.7633 -7.5038
O: -3.4938 -32.7377 -6.9253
O: -1.3029 -33.7640 -7.1146
F: -3.3343 -35.0983 -6.9052
S: -2.7952 -34.9586 -10.1503
O: -1.5241 -35.5801 -10.3943
O: -3.4860 -34.6222 -11.3230
F: -3.7060 -36.0733 -9.3399
N: -11.6833 -32.6580 -12.8768
S: -10.8473 -31.5285 -13.6711
O: -11.0554 -30.2839 -13.0299
O: -10.9015 -31.7017 -15.0487
F: -9.2762 -31.8240 -13.3745
S: -11.7571 -34.0781 -13.5563
O: -13.1008 -34.4201 -13.8195
O: -11.0429 -35.1000 -12.7932
F: -10.8213 -34.1602 -14.8292
O: -7.7275 -36.4289 -3.5838
C: -7.9599 -36.4861 -4.9360
O: -9.1819 -36.6830 -5.2553
O: -6.9380 -36.4292 -5.6138
H: -8.6370 -36.5173 -3.2610
O: -8.0992 -41.1905 -9.4476
C: -8.3018 -39.8648 -9.6657
O: -7.9654 -39.2865 -10.7160
O: -8.9523 -39.3076 -8.7187
H: -7.4608 -41.5832 -10.0389
O: -7.8950 -29.0439 -10.7200
C: -7.7544 -29.1386 -9.3552
O: -7.5923 -30.2472 -8.8206
O: -7.7527 -28.0488 -8.7572
H: -7.5043 -29.7742 -11.2796
O: -10.9682 -31.9630 -2.8597
C: -10.3054 -32.4180 -4.0181
O: -10.4029 -33.5997 -4.3039
O: -9.8280 -31.4578 -4.7237
H: -11.5121 -32.7085 -2.6472
O: -4.4492 -32.1954 -13.1681
C: -4.9667 -31.2974 -12.3330
O: -6.2072 -31.1182 -12.3727
O: -4.2036 -30.6148 -11.5999
H: -5.2229 -32.7604 -13.6766
O: -7.0265 -31.4442 -15.2541
C: -6.9161 -32.8854 -15.5297
O: -7.6178 -33.4340 -16.3985
O: -6.1683 -33.4473 -14.6652
H: -6.6738 -31.3505 -14.3611

## Properties
- Kohn-Sham gap (eV) = 5.45
- net charge = +5
- HOMO (eV) = -15.05
- energy (Eh) = -9666.77139
- maximum force (Eh/bohr) = 0.0999

***

Question: energy of number 2 (C8H9NO3P)?
Answer: -932.14544 Eh

***

Question: Which formula does entry 6 have?
Answer: C90H104F6N17O30S6

***

Question: The highest maximum force belongs to which entry?
Answer: C8H9O2PS